Below is C36H87AlN10O11P as an isolated structure, with properties calculated with ωB97M-V/def2-TZVPD.

Atoms and positions in Å:
C: 1.59 1.39 -3.41
C: 2.45 0.32 -4.09
C: 3.57 -0.20 -3.19
N: 3.00 -0.77 -1.96
Al: 2.28 -2.52 -2.09
C: 1.27 -2.85 -0.35
C: 0.70 -1.55 0.24
C: -0.17 -0.76 -0.74
C: -1.62 -1.20 -0.69
O: -2.37 -0.78 -1.83
C: -2.67 0.59 -1.80
P: 4.03 -4.10 -2.50
C: 3.18 -5.76 -2.40
O: 4.99 -4.10 -1.09
H: 1.04 1.99 -4.14
H: 0.86 0.94 -2.74
H: 2.22 2.04 -2.78
H: 1.84 -0.52 -4.42
H: 2.91 0.78 -4.97
H: 4.21 0.66 -2.95
H: 4.19 -0.91 -3.76
H: 3.73 -0.81 -1.26
H: 1.22 -2.62 -3.34
H: 0.50 -3.62 -0.46
H: 2.00 -3.26 0.36
H: 1.54 -0.92 0.56
H: 0.10 -1.76 1.14
H: 0.17 -0.88 -1.77
H: -0.10 0.31 -0.50
H: -2.11 -0.83 0.22
H: -1.65 -2.29 -0.72
H: -3.18 0.88 -0.87
H: -1.77 1.20 -1.94
H: -3.35 0.80 -2.63
H: 3.68 -6.51 -3.01
H: 2.15 -5.66 -2.75
H: 3.14 -6.11 -1.36
H: 4.46 -4.29 -0.29
C: 2.84 -4.93 3.66
C: 3.95 -4.75 2.65
O: 3.76 -4.79 1.44
N: 5.19 -4.50 3.13
C: 5.62 -4.35 4.51
H: 1.92 -5.10 3.11
H: 3.04 -5.76 4.33
H: 2.74 -4.03 4.27
H: 5.88 -4.39 2.41
H: 6.03 -3.35 4.62
H: 6.39 -5.09 4.75
H: 4.78 -4.49 5.19
C: -4.13 -1.32 3.67
C: -3.79 -2.73 4.07
O: -3.74 -3.08 5.24
N: -3.53 -3.62 3.07
C: -3.53 -3.38 1.64
H: -4.30 -0.75 4.57
H: -3.31 -0.86 3.11
H: -5.03 -1.29 3.05
H: -3.30 -4.54 3.39
H: -4.25 -4.03 1.14
H: -2.54 -3.58 1.23
H: -3.79 -2.35 1.41
C: 1.92 -4.97 9.04
C: 1.78 -4.91 7.53
O: 2.46 -5.62 6.80
N: 0.88 -4.03 7.03
C: 0.00 -3.13 7.76
H: 2.68 -5.72 9.27
H: 2.23 -4.01 9.44
H: 0.98 -5.26 9.50
H: 0.82 -4.04 6.03
H: -1.04 -3.34 7.56
H: 0.19 -2.09 7.48
H: 0.16 -3.23 8.83
C: -5.93 4.41 -3.28
C: -4.86 3.77 -2.43
O: -5.12 3.09 -1.45
N: -3.57 3.97 -2.79
C: -3.05 4.74 -3.91
H: -6.89 4.14 -2.86
H: -5.82 5.49 -3.27
H: -5.88 4.04 -4.31
H: -2.90 3.51 -2.19
H: -2.46 4.11 -4.58
H: -2.41 5.55 -3.55
H: -3.87 5.18 -4.47
C: 6.06 -0.80 2.61
C: 7.32 -0.88 3.44
O: 7.39 -1.57 4.45
N: 8.40 -0.17 3.01
C: 8.50 0.68 1.84
H: 5.31 -1.42 3.08
H: 5.69 0.23 2.57
H: 6.22 -1.15 1.60
H: 9.21 -0.27 3.60
H: 9.27 0.32 1.17
H: 8.74 1.71 2.13
H: 7.56 0.69 1.30
C: 9.76 -6.24 -2.60
C: 8.49 -5.77 -3.29
O: 8.54 -5.29 -4.41
N: 7.34 -5.91 -2.61
C: 7.14 -6.47 -1.28
H: 10.59 -6.06 -3.27
H: 9.93 -5.70 -1.67
H: 9.71 -7.31 -2.37
H: 6.51 -5.58 -3.08
H: 6.48 -7.34 -1.33
H: 6.69 -5.73 -0.63
H: 8.09 -6.79 -0.86
C: -0.39 1.59 -8.46
C: -0.10 1.52 -6.98
O: 0.10 2.53 -6.31
N: -0.06 0.30 -6.40
C: -0.26 -1.00 -7.01
H: -0.38 2.63 -8.76
H: 0.37 1.05 -9.03
H: -1.37 1.16 -8.69
H: 0.16 0.33 -5.41
H: -1.09 -1.52 -6.54
H: 0.64 -1.62 -6.89
H: -0.47 -0.89 -8.07
C: -5.64 5.37 0.77
C: -5.97 6.65 0.03
O: -5.54 6.90 -1.08
N: -6.80 7.54 0.66
C: -7.42 7.43 1.96
H: -4.99 4.78 0.14
H: -5.14 5.59 1.71
H: -6.54 4.80 0.97
H: -6.98 8.36 0.11
H: -8.51 7.47 1.87
H: -7.10 8.25 2.61
H: -7.15 6.49 2.44
C: -11.83 10.85 0.54
C: -10.72 10.23 1.36
O: -10.94 9.51 2.31
N: -9.44 10.51 0.98
C: -8.98 11.33 -0.12
H: -12.78 10.53 0.96
H: -11.78 11.94 0.56
H: -11.78 10.52 -0.50
H: -8.75 10.07 1.57
H: -8.38 10.75 -0.82
H: -8.37 12.16 0.25
H: -9.82 11.74 -0.66

The net charge is -1. As for the HOMO-LUMO gap: 5.040 eV. The calculation puts the HOMO energy at -3.56 eV. For the largest force on an atom, the calculation gives 0.76 eV/A. For the molar mass, the calculation gives 894.1 g/mol.

Below is C36H88AsF6N5O18Zn as an isolated structure, with properties calculated with ωB97M-V/def2-TZVPD.

Atoms and positions in Å:
Zn: 0.23 -0.17 1.66
O: -0.05 -1.73 0.59
H: -0.47 -2.51 0.19
As: 0.58 2.29 4.62
F: 0.08 3.88 3.89
F: -1.12 2.09 5.25
F: 0.99 0.68 5.32
F: 2.24 2.42 3.93
F: 1.11 3.11 6.14
F: 0.19 1.45 3.09
C: -0.85 -4.87 2.72
C: -0.47 -5.35 1.29
C: -1.74 -5.35 0.35
O: -2.65 -6.27 0.97
C: -3.78 -6.57 0.09
N: 0.61 -4.48 0.80
H: -0.83 -3.80 2.94
H: -0.07 -5.24 3.40
H: -1.83 -5.12 3.12
H: -0.20 -6.40 1.38
H: -1.56 -5.74 -0.66
H: -2.13 -4.33 0.26
H: -3.56 -7.09 -0.84
H: -4.22 -5.64 -0.26
H: -4.56 -7.06 0.69
H: 0.39 -3.49 0.77
H: 0.57 -4.67 -0.19
C: -1.10 -2.13 -4.39
C: -1.08 -1.66 -2.96
C: -2.21 -2.32 -2.18
O: -3.45 -2.06 -2.84
C: -4.55 -2.13 -1.94
N: 0.21 -1.81 -2.28
H: -0.88 -3.20 -4.41
H: -0.32 -1.58 -4.90
H: -2.04 -1.91 -4.89
H: -1.23 -0.58 -2.94
H: -2.18 -1.95 -1.15
H: -1.98 -3.38 -2.08
H: -4.53 -3.07 -1.38
H: -5.48 -1.97 -2.48
H: -4.59 -1.28 -1.26
H: 0.09 -1.83 -1.28
H: 0.43 -2.79 -2.42
C: 2.54 6.37 1.23
C: 2.67 5.02 0.49
C: 3.83 5.00 -0.56
O: 3.61 5.90 -1.67
C: 4.49 5.66 -2.73
N: 2.91 3.98 1.47
H: 1.80 6.34 2.04
H: 2.46 7.25 0.60
H: 3.47 6.47 1.78
H: 1.74 4.72 0.01
H: 3.74 3.99 -0.94
H: 4.80 5.13 -0.08
H: 4.37 6.45 -3.48
H: 4.25 4.68 -3.15
H: 5.52 5.62 -2.36
H: 3.92 4.03 1.54
H: 2.71 4.11 2.45
C: 4.13 0.38 0.38
C: 2.80 -0.15 1.01
C: 2.90 -0.61 2.46
O: 1.54 -1.08 2.82
C: 1.64 -1.94 4.00
N: 1.81 0.93 0.95
H: 4.06 0.58 -0.69
H: 4.89 -0.37 0.61
H: 4.49 1.28 0.89
H: 2.48 -0.92 0.31
H: 3.20 0.15 3.18
H: 3.66 -1.39 2.56
H: 2.13 -2.89 3.80
H: 0.64 -2.24 4.33
H: 1.99 -1.45 4.90
H: 1.73 1.26 0.00
H: 2.28 1.69 1.42
C: 2.88 1.79 -3.02
C: 1.39 1.68 -3.06
C: 0.83 1.06 -4.38
O: 1.11 1.93 -5.46
C: 0.53 1.47 -6.64
N: 0.94 0.87 -1.92
H: 3.17 2.32 -2.11
H: 3.13 2.35 -3.92
H: 3.39 0.84 -3.17
H: 0.91 2.65 -2.93
H: -0.24 0.90 -4.25
H: 1.17 0.03 -4.47
H: 0.64 2.09 -7.53
H: -0.53 1.26 -6.52
H: 1.00 0.53 -6.95
H: 1.08 -0.09 -2.18
H: -0.07 0.84 -1.95
C: -6.14 4.62 -0.42
C: -6.01 5.26 1.04
O: -4.93 4.64 1.73
C: -5.04 3.47 2.41
O: -6.15 2.88 2.63
O: -3.86 3.11 2.82
C: -3.60 1.74 3.25
H: -5.37 4.89 -1.15
H: -7.10 4.98 -0.81
H: -6.23 3.54 -0.37
H: -6.95 5.29 1.59
H: -5.64 6.28 0.94
H: -4.46 1.24 3.71
H: -2.68 1.49 3.77
H: -3.50 1.33 2.24
C: 6.78 -5.69 -5.13
C: 7.05 -4.85 -3.88
O: 5.90 -4.89 -3.05
C: 5.25 -3.76 -2.86
O: 5.37 -2.74 -3.48
O: 4.38 -4.06 -1.97
C: 3.55 -3.00 -1.51
H: 5.86 -5.34 -5.61
H: 6.64 -6.75 -4.94
H: 7.64 -5.57 -5.79
H: 7.44 -3.87 -4.16
H: 7.89 -5.26 -3.31
H: 2.83 -2.64 -2.25
H: 4.11 -2.19 -1.06
H: 2.93 -3.49 -0.75
C: -1.31 4.85 0.87
C: -0.76 3.76 -0.02
O: -1.80 2.81 -0.53
C: -1.98 1.55 -0.14
O: -1.22 0.98 0.65
O: -3.00 0.94 -0.81
C: -3.95 1.64 -1.56
H: -1.99 5.52 0.36
H: -0.50 5.48 1.23
H: -1.82 4.49 1.76
H: -0.02 3.26 0.61
H: -0.23 4.17 -0.87
H: -4.67 0.94 -1.96
H: -3.50 2.11 -2.44
H: -4.34 2.41 -0.89
C: -2.74 -0.76 6.51
C: -2.00 -1.61 5.49
O: -2.74 -1.94 4.29
C: -2.30 -1.56 3.05
O: -1.34 -0.80 2.88
O: -3.03 -2.10 2.07
C: -4.18 -2.94 2.32
H: -2.18 -0.61 7.43
H: -3.75 -1.14 6.65
H: -2.88 0.26 6.15
H: -1.69 -2.49 6.06
H: -1.09 -1.06 5.24
H: -4.73 -2.75 3.25
H: -3.88 -3.98 2.33
H: -4.92 -2.93 1.52

As for the HOMO-LUMO gap: 9.498 eV. The calculation puts the HOMO energy at -9.10 eV. For the largest force on an atom, the calculation gives 4.66 eV/A. For the molar mass, the calculation gives 1133.4 g/mol.